# 1
Below is a 4-piece molecular cluster, C10H18N2O6 overall in a non-equilibrium geometry, with properties calculated with ωB97M-V/def2-TZVPD.

Geometry as ORCA input:
```
! wB97M-V def2-TZVPD RIJCOSX def2/J DEFGRID3
* xyz 0 1
C 3.974 2.449 -2.720
O 3.797 1.633 -1.513
C 4.010 0.315 -1.594
O 3.903 -0.323 -2.679
O 4.156 -0.221 -0.346
C 4.715 -1.522 -0.241
H 3.796 3.483 -2.425
H 3.282 2.011 -3.439
H 4.987 2.438 -3.124
H 4.030 -2.265 0.169
H 5.650 -1.535 0.319
H 4.937 -1.936 -1.224
C -2.908 -0.934 4.861
O -2.203 -0.358 3.796
C -1.614 -1.228 2.896
O -1.867 -2.452 2.752
O -0.639 -0.568 2.340
C 0.133 -1.212 1.374
H -3.267 -1.951 4.704
H -3.755 -0.269 5.027
H -2.203 -0.894 5.691
H 1.019 -0.718 0.974
H -0.544 -1.491 0.567
H 0.768 -1.970 1.833
C -5.006 -0.153 -2.458
C -6.467 0.201 -2.389
N -7.604 0.430 -2.331
H -4.424 0.735 -2.213
H -4.772 -0.520 -3.458
H -4.703 -0.942 -1.770
C 0.240 1.843 -0.645
C -1.073 1.249 -0.588
N -2.121 0.742 -0.547
H 0.603 2.061 0.360
H 0.185 2.811 -1.143
H 0.982 1.063 -0.816
*
```

Values from the calculation:
- SMILES = COC(=O)OC.COC(=O)OC.CC#N.CC#N
- E (eV) = -25924.703
- strongest force on any atom (eV/Å) = 4.29

=====

# 2
Below is C27H47N2O3P3Sn as an isolated structure in a non-equilibrium geometry, with properties calculated with ωB97M-V/def2-TZVPD.

Geometry as ORCA input:
```
! wB97M-V def2-TZVPD RIJCOSX def2/J DEFGRID3
* xyz 4 1
P 3.935 -0.163 -0.832
C 4.880 -0.386 0.699
H 5.938 -0.335 0.426
H 4.631 -1.347 1.165
H 4.630 0.400 1.427
C 4.211 -1.747 -1.663
H 3.841 -1.701 -2.689
H 3.663 -2.539 -1.154
H 5.286 -1.929 -1.638
C 5.073 0.870 -1.788
H 6.062 0.433 -1.641
H 5.061 1.902 -1.437
H 4.794 0.859 -2.841
P -1.256 4.241 -1.299
C -1.498 5.455 0.023
H -1.915 6.368 -0.398
H -0.532 5.646 0.506
H -2.163 5.039 0.790
C -0.221 5.206 -2.488
H -0.271 4.724 -3.475
H 0.820 5.162 -2.139
H -0.577 6.247 -2.527
C -2.859 4.358 -2.206
H -3.121 5.417 -2.357
H -3.641 3.844 -1.627
H -2.756 3.840 -3.170
P -3.658 -2.553 -0.973
C -4.291 -2.748 0.738
H -5.023 -3.569 0.824
H -4.785 -1.825 1.078
H -3.462 -2.988 1.425
C -4.957 -2.158 -2.202
H -5.759 -2.914 -2.269
H -4.493 -2.063 -3.199
H -5.412 -1.191 -1.908
C -2.422 -3.789 -1.486
H -2.863 -4.728 -1.847
H -1.796 -4.055 -0.613
H -1.827 -3.333 -2.292
Sn -0.166 -0.079 -3.567
C 1.426 0.560 -1.184
O 1.117 1.322 -0.369
C -2.723 -1.006 -0.952
O -2.224 0.074 -0.912
C -1.510 -0.097 -5.431
C -0.817 -1.328 -5.344
C 0.594 -1.353 -5.271
C 1.317 -0.142 -5.412
C 0.634 1.095 -5.524
C -0.786 1.122 -5.499
H -2.606 -0.079 -5.478
H -1.383 -2.257 -5.287
H 1.110 -2.295 -5.076
H 2.410 -0.159 -5.436
H 1.184 2.035 -5.651
H -1.332 2.071 -5.553
C 1.883 1.663 6.267
C 0.720 0.710 6.481
N 0.596 -0.327 5.452
C 0.101 -1.616 5.933
C -1.234 -2.081 5.380
C 0.375 0.127 4.163
O 0.218 1.324 3.926
C 0.437 -0.843 3.017
C 1.191 -2.027 3.005
C 1.244 -2.781 1.826
C 0.589 -2.269 0.675
N -0.101 -1.136 0.695
C -0.188 -0.430 1.822
H 2.821 1.112 6.139
H 1.981 2.311 7.148
H 1.705 2.290 5.390
H 0.840 0.199 7.442
H -0.208 1.304 6.517
H 0.854 -2.394 5.753
H 0.014 -1.538 7.022
H -1.197 -2.269 4.304
H -1.518 -3.019 5.871
H -2.027 -1.356 5.586
H 1.727 -2.337 3.905
H 1.769 -3.737 1.776
H 0.654 -2.813 -0.275
H -0.754 0.495 1.785
*
```

Values from the calculation:
- E (eV) = -71534.887
- strongest force on any atom (eV/Å) = 7.80